[1]
The following is a quantum chemistry calculation of a molecular structure, C14H20MoO6S6, from the Open Molecules 2025 dataset.

Structure (XYZ):
```
47
C14H20MoO6S6 the ωB97M-V functional and the def2-TZVPD basis
Mo -0.6858 -0.0691 -0.3256
C 0.7683 1.9724 2.7107
C 0.4203 0.6236 3.3152
S -0.7827 -0.3300 2.3276
C -0.4599 -2.0383 2.8187
C -1.3742 -2.8889 1.9572
S -1.3011 -2.5376 0.1666
C 0.1454 -3.4567 -0.4503
C 1.4754 -2.9900 0.1015
S 1.6312 -1.1938 -0.1717
C 2.6583 -0.6431 1.2141
C 2.9467 0.8520 1.1344
S 1.5757 2.0312 1.1042
H 1.4639 2.5146 3.3649
H -0.1011 2.6265 2.5848
H -0.1034 0.8135 4.2578
H 1.2981 0.0271 3.5507
H -0.7504 -2.1254 3.8704
H 0.5939 -2.2922 2.7315
H -2.4248 -2.7348 2.2131
H -1.1688 -3.9581 2.0623
H 0.0906 -3.3710 -1.5368
H -0.0433 -4.5068 -0.2057
H 2.2970 -3.4602 -0.4465
H 1.6028 -3.2101 1.1598
H 3.6150 -1.1577 1.0742
H 2.2502 -0.9706 2.1650
H 3.5102 1.1020 0.2306
H 3.5628 1.1773 1.9823
O -2.3133 -0.7286 -1.6153
S -1.4841 -0.6443 -2.8709
O -1.6490 -1.5448 -3.9238
O -0.1044 -0.7800 -2.0702
C -1.4590 1.0608 -3.1733
C -1.1558 1.5940 -4.3931
C -0.7975 2.9589 -4.4343
C -0.6645 3.6816 -3.2564
C -0.9921 3.1124 -2.0277
C -1.4211 1.7725 -1.9377
S -2.9568 1.7746 -0.6801
O -2.2186 0.6426 0.4104
O -2.8369 2.9940 0.0381
O 0.4999 1.4059 0.1064
H -1.1478 0.9857 -5.2916
H -0.5988 3.4297 -5.3904
H -0.3692 4.7230 -3.2947
H -1.0411 3.7563 -1.1565
```

Output
HOMO energy	-0.817	Ha
HOMO-LUMO gap	0.231	hartree
total charge	+4
energy	-3452.49101	Ha
molecular weight	572.7	u

Atomic partial charges in e from the Mulliken method, atoms 1 to 5:
1. Mo 1.15
2. C -0.82
3. C -0.89
4. S 0.45
5. C -0.71

=====

[2]
The following is a quantum chemistry calculation of a single C14H20N2O3 molecule in a non-equilibrium geometry, from the Open Molecules 2025 dataset.

Structure (XYZ):
```
39
C14H20N2O3 the ωB97M-V functional and the def2-TZVPD basis
C -2.2173 -0.8353 0.6229
C -1.0811 -1.3749 -0.2833
C -3.2684 -0.1203 -0.2185
C -2.7367 1.1766 -0.8352
C -4.5360 0.1545 0.5948
C 1.3020 -1.8983 -0.4422
C 2.3572 -2.2873 0.5819
C 1.8271 -0.8452 -1.4344
C 2.1972 0.4674 -0.7524
C 3.4445 0.6366 -0.1731
C 1.2715 1.4984 -0.6642
C 3.7711 1.8113 0.5020
C 1.5816 2.6791 0.0016
C 2.8377 2.8368 0.5908
H -1.4368 -0.6136 2.5429
H -1.1067 0.6493 1.4699
H -2.6822 -1.7261 1.0580
H -3.5354 -0.8151 -1.0451
H -1.8736 0.9788 -1.4998
H -2.4112 1.8944 -0.0546
H -3.5007 1.6588 -1.4285
H -4.2611 0.7833 1.4593
H -4.9573 -0.7597 1.0058
H -5.2821 0.6435 -0.0039
H 0.3032 -1.1318 1.2547
H 0.9944 -2.7803 -1.0173
H 2.6788 -1.2370 -2.0071
H 1.0166 -0.6572 -2.1533
H 4.1643 -0.2106 -0.2165
H 0.2885 1.3979 -1.1277
H 4.7376 1.9566 0.9489
H 0.8433 3.4758 0.0510
H 3.1036 3.7634 1.0927
H 3.3558 -3.0300 -0.8538
N -1.7807 -0.0234 1.7486
N 0.1453 -1.4330 0.2923
O -1.2679 -1.7381 -1.4371
O 2.2595 -2.0615 1.7571
O 3.4543 -2.8838 0.0729
```

Output
HOMO energy	-0.339	Ha
HOMO-LUMO gap	0.356	hartree
structure (SMILES)	CC(C)[C@H](N)C(=O)N[C@@H](Cc1ccccc1)C(=O)O
energy	-880.75600	Ha
molecular weight	264.3	u

Atomic partial charges in e from the natural (NBO) method, atoms 1 to 5:
1. C -0.13
2. C 0.67
3. C -0.22
4. C -0.62
5. C -0.61

=====

[3]
The following is a quantum chemistry calculation of a molecular structure, C14H20N2O3Pt in a non-equilibrium geometry, from the Open Molecules 2025 dataset.

Structure (XYZ):
```
40
C14H20N2O3Pt the ωB97M-V functional and the def2-TZVPD basis
Pt 1.0121 0.6564 -0.7743
C 0.1993 3.4678 -2.5847
C -0.8912 2.5556 -2.0547
C -2.2036 2.7262 -2.7799
O -0.4564 1.1517 -2.2302
C -1.0317 2.7454 -0.5190
O -1.9666 3.4247 -0.1239
O -0.1142 2.2053 0.1883
H 0.3209 3.3465 -3.6657
H 1.1431 3.2560 -2.0831
H -0.0767 4.5045 -2.3913
H -2.0858 2.4942 -3.8428
H -2.5421 3.7545 -2.6798
H -2.9626 2.0768 -2.3478
H -0.1195 1.0482 -3.1284
C 2.4774 -0.3921 -1.7590
C 2.6139 -0.6313 -0.3471
C 2.8040 0.5041 0.4803
C 2.6849 0.3487 1.9004
C 2.4190 -0.8668 2.4346
C 2.2082 -2.0030 1.5977
C 2.2635 -1.8897 0.2504
H 2.2873 -1.2520 -2.3932
H 3.1408 0.3372 -2.2163
H 3.1749 1.4346 0.0683
H 2.8448 1.2079 2.5376
H 2.3592 -0.9808 3.5098
H 1.9713 -2.9581 2.0511
H 2.0341 -2.7231 -0.4006
C -1.3171 -3.1366 3.0506
N -2.0811 -2.3336 2.1096
C -3.3612 -2.8577 1.6584
C -1.4238 -1.4990 1.3124
N -0.8705 -0.7559 0.6216
H -1.9305 -3.3355 3.9294
H -0.4340 -2.5830 3.3606
H -1.0065 -4.0917 2.6134
H -3.9999 -3.0312 2.5244
H -3.2429 -3.7980 1.1102
H -3.8410 -2.1273 1.0126
```

Output
HOMO energy	-0.295	Ha
HOMO-LUMO gap	0.305	hartree
energy	-999.96009	Ha
molecular weight	459.4	u

Atomic partial charges in e from the natural (NBO) method, atoms 1 to 5:
1. Pt 0.85
2. C -0.64
3. C 0.14
4. C -0.62
5. O -0.71

=====

[4]
The following is a quantum chemistry calculation of a single C14H20N2O3S molecule in a non-equilibrium geometry, from the Open Molecules 2025 dataset.

Structure (XYZ):
```
40
C14H20N2O3S the ωB97M-V functional and the def2-TZVPD basis
C -1.7940 -1.9955 0.1814
C -0.5501 -1.5339 -0.4660
C -2.3389 -1.0474 1.2993
C -2.6850 0.3240 0.6192
C -3.7770 0.3213 -0.2912
C -1.8852 1.5019 0.6807
C -4.1523 1.4990 -0.8432
C -2.1152 2.6794 -0.0287
C -3.3617 2.6151 -0.7240
C 1.7396 -1.3012 -0.3023
C 2.9053 -2.2734 -0.3867
C 2.0621 0.0475 0.3949
C 2.7517 1.1248 -0.3818
C 4.4917 3.2259 -0.1028
H -1.2399 -4.0349 0.4117
H -2.0394 -3.5591 1.7505
H -2.4081 -1.8387 -0.8257
H -3.3565 -1.3633 1.5844
H -1.6013 -0.7008 2.0358
H -4.6486 -0.4118 -0.3233
H -1.0642 1.4274 1.2998
H -5.0231 1.5410 -1.5406
H -1.5979 3.6048 -0.1050
H -3.8099 3.4458 -1.0858
H 0.4915 -2.5169 0.9169
H 1.5589 -1.0412 -1.2626
H 2.7503 -0.1408 1.2820
H 0.9603 0.1670 0.6200
H 3.6841 0.7140 -0.7671
H 2.1942 1.6276 -1.3567
H 4.2657 3.1876 -1.2148
H 4.7129 4.3671 0.0900
H 5.4203 2.6595 -0.1684
H 1.4622 -3.4913 -0.5516
N -1.4486 -3.1579 0.9147
N 0.5395 -1.8468 0.1133
O -0.7254 -0.7521 -1.4509
O 4.1166 -1.9736 -0.4660
O 2.4731 -3.5715 -0.3455
S 3.0423 2.4714 0.7960
```

Output
HOMO energy	-0.315	Ha
HOMO-LUMO gap	0.326	hartree
structure (SMILES)	CSCC[C@H](NC(=O)[C@@H](N)Cc1ccccc1)C(=O)O
energy	-1278.76922	Ha
molecular weight	296.4	u

Atomic partial charges in e from the natural (NBO) method, atoms 1 to 5:
1. C -0.14
2. C 0.64
3. C -0.43
4. C 0.00
5. C -0.22

=====

[5]
The following is a quantum chemistry calculation of a single C14H20N2O3S molecule in a non-equilibrium geometry, from the Open Molecules 2025 dataset.

Structure (XYZ):
```
40
C14H20N2O3S the ωB97M-V functional and the def2-TZVPD basis
C -0.1517 -0.8526 -2.2686
H 0.6549 -0.9972 -2.9835
H -0.5593 -1.8248 -2.0047
H -0.9337 -0.2550 -2.7322
C 0.3939 -0.1608 -1.0188
N -0.6716 0.2915 -0.1306
S -0.6602 1.9086 0.2386
O 0.7137 2.3120 0.3624
O -1.5219 2.1554 1.3491
C -1.3020 2.7803 -1.2365
H -0.4672 3.2971 -1.6913
H -2.0469 3.4890 -0.8991
H -1.7340 2.0662 -1.9252
C -1.8651 -0.4360 0.0625
C -1.8317 -1.7970 0.3570
C -3.0077 -2.4970 0.5545
C -4.2321 -1.8558 0.4824
C -4.2685 -0.5017 0.2024
C -3.0983 0.2041 -0.0180
H -3.1530 1.2593 -0.2228
H -5.2152 0.0150 0.1456
H -5.1479 -2.4036 0.6465
H -2.9607 -3.5524 0.7783
H -0.8851 -2.3072 0.4247
C 1.3842 -1.1217 -0.3211
O 1.0878 -2.2843 -0.0905
N 2.6037 -0.6588 -0.0269
C 3.1835 0.6531 -0.2597
C 4.4855 0.6241 0.5391
H 4.2902 0.9027 1.5744
C 4.9003 -0.8428 0.4612
C 3.5654 -1.5633 0.5939
H 3.2939 -1.7168 1.6435
H 3.5330 -2.5325 0.0920
H 5.3510 -1.0558 -0.5091
H 5.6016 -1.1275 1.2421
H 5.2322 1.3011 0.1296
H 3.3954 0.7794 -1.3296
H 2.5159 1.4475 0.0737
H 0.9234 0.7496 -1.3034
```

Output
HOMO energy	-0.318	Ha
HOMO-LUMO gap	0.341	hartree
structure (SMILES)	C[C@H](C(=O)N1CCCC1)N(c1ccccc1)S(C)(=O)=O
energy	-1278.88967	Ha
molecular weight	296.4	u

Atomic partial charges in e from the natural (NBO) method, atoms 1 to 5:
1. C -0.62
2. H 0.22
3. H 0.24
4. H 0.21
5. C -0.13